{"formula": "C3H5N6", "method": "ωB97M-V/def2-TZVPD", "species": ["C", "C", "C", "N", "N", "N", "N", "N", "N", "H", "H", "H", "H", "H"], "positions_angstrom": [[-1.097, 2.642, -0.683], [0.142, 2.111, -0.410], [0.070, 0.643, -0.001], [-2.150, 2.972, -0.952], [1.191, 2.748, -0.436], [-2.428, -1.667, -0.684], [-1.391, -1.419, -0.020], [-0.976, -0.081, -0.293], [1.145, 0.046, 0.541], [2.014, 2.182, -0.427], [-2.802, -2.647, -0.566], [-1.631, 0.362, -0.913], [2.074, 0.457, 0.725], [1.179, -0.977, 0.616]], "mulliken_charge": [0.185, 0.342, 0.784, -0.247, -0.480, -0.408, -0.276, 0.082, -0.403, 0.241, 0.319, 0.352, 0.240, 0.269], "relative_energy_kj_mol": 68.44, "fmax_ha_per_bohr": 0.074, "homo_lumo_gap_ev": 9.2657, "smiles": "[H]/N=C(/C#N)C(=[NH2+])N/N=N/[H]", "total_charge": 1, "multiplicity": 1}

{"formula": "C4HBiLiO4", "method": "ωB97M-V/def2-TZVPD", "species": ["O", "C", "C", "C", "H", "Li", "O", "C", "O", "O", "Bi"], "positions_angstrom": [[-0.844, -0.909, 1.081], [-0.875, 0.220, 1.156], [-3.053, -3.855, 1.923], [-3.559, -2.913, 1.343], [-4.014, -2.253, 0.622], [-0.941, -2.982, 0.910], [-2.868, -4.065, 3.257], [-1.581, -3.980, 3.633], [-1.241, -4.413, 4.740], [-0.729, -3.808, 2.701], [0.749, -4.400, 4.154]], "mulliken_charge": [-0.108, 0.118, -0.652, 0.372, 0.463, 0.937, -0.055, 1.042, -0.405, -0.566, 1.853], "relative_energy_kj_mol": 0.00, "fmax_ha_per_bohr": 0.162, "homo_lumo_gap_ev": [5.1381, 5.1366], "total_charge": 3, "multiplicity": 1}

{"formula": "CH4O2Si", "method": "ωB97M-V/def2-TZVPD", "species": ["C", "O", "O", "Si", "H", "H", "H", "H"], "positions_angstrom": [[-1.465, 1.086, -0.172], [0.726, -0.355, -0.763], [-2.298, 0.259, 0.004], [1.511, -1.134, 0.246], [-1.537, 1.599, -1.180], [-0.789, 1.520, 0.574], [2.349, -2.154, -0.406], [1.503, -0.821, 1.696]], "mulliken_charge": [-0.057, -0.341, -0.398, 0.457, 0.200, 0.240, -0.049, -0.053], "relative_energy_kj_mol": 181.03, "fmax_ha_per_bohr": 0.053, "homo_lumo_gap_ev": 8.8658, "smiles": "O=[SiH2].C=O", "multiplicity": 1}